[1]
ORCA calculation (ωB97M-V with the def2-TZVPD basis set) on a cluster of 7 separate species, C19H53Br4O20P5 in total at a distorted geometry.

Each line ends with the Löwdin charge.
Geometry (Å):
Br1 -1.6262 -4.7459 3.3834  0.6507
C1 0.2738 -4.4709 3.0855  -0.6957
C2 0.6484 -3.0457 3.3949  -0.6376
Br2 2.5992 -2.8591 3.1160  0.6630
H1 0.4580 -4.6599 2.0326  0.0548
H2 0.8274 -5.1788 3.6922  0.0527
H3 0.5436 -2.6775 4.4081  0.0559
H4 0.1933 -2.3434 2.7066  0.0233
Br3 -2.9031 -5.9477 -2.2743  0.5983
C3 -2.6605 -5.1415 -0.5158  -0.6977
C4 -3.8316 -4.2998 -0.0931  -0.6979
Br4 -4.3152 -2.9489 -1.3846  0.6245
H5 -1.7470 -4.5530 -0.5538  0.0428
H6 -2.5088 -5.9941 0.1385  0.0461
H7 -3.6838 -3.7947 0.8547  0.0201
H8 -4.7207 -4.9205 0.0089  0.0555
C5 3.3510 5.8384 3.5467  -0.0745
O1 2.9968 4.4823 3.8518  -0.2067
P1 1.4837 4.0928 4.0624  0.3118
O2 0.6811 5.0688 4.7784  -0.2080
O3 0.9978 3.7834 2.5729  -0.2502
C6 -0.4185 3.6843 2.3694  -0.0754
O4 1.5899 2.6955 4.7582  -0.1927
C7 2.2390 1.5744 4.1256  -0.0564
H9 3.1164 6.0235 2.4969  0.0806
H10 4.4244 5.9288 3.6761  0.0894
H11 2.8113 6.5260 4.1919  0.0859
H12 -0.5753 3.0455 1.4995  0.0810
H13 -0.8692 4.6632 2.2357  0.0924
H14 -0.9083 3.1646 3.1967  0.0941
H15 2.2040 1.7648 3.0513  0.0562
H16 1.6839 0.6645 4.3221  0.0867
H17 3.2863 1.5598 4.4113  0.0992
C8 3.8234 -2.7513 -0.6449  -0.0872
O5 5.0123 -2.1969 -1.2358  -0.2142
P2 5.6604 -2.9326 -2.4910  0.3304
O6 4.7112 -3.6001 -3.3741  -0.2113
O7 6.8140 -3.8353 -1.9123  -0.2002
C9 6.5049 -4.9941 -1.1415  -0.0850
O8 6.5584 -1.7947 -3.1085  -0.2005
C10 6.0939 -1.0076 -4.1928  -0.0970
H18 3.9724 -2.7495 0.4312  0.0450
H19 3.6701 -3.7956 -0.9250  0.0777
H20 2.9247 -2.2185 -0.9432  0.0847
H21 6.6485 -4.7824 -0.0812  0.0933
H22 7.1510 -5.8024 -1.4663  0.0912
H23 5.4592 -5.2830 -1.2728  0.0800
H24 6.6080 -0.0476 -4.1955  0.0780
H25 5.0331 -0.7587 -4.1688  0.0735
H26 6.3116 -1.5025 -5.1377  0.0959
C11 2.5437 3.7545 -0.1329  -0.0688
O9 3.8663 3.5064 -0.6364  -0.2105
P3 4.4529 2.0521 -0.4295  0.3166
O10 4.3656 1.5714 0.9379  -0.2066
O11 5.8906 2.2337 -1.0231  -0.1971
C12 6.7570 1.1336 -1.3323  -0.0587
O12 3.6258 1.1653 -1.4664  -0.2214
C13 3.4812 1.6499 -2.8130  -0.0705
H27 2.0479 2.8538 0.2177  0.0609
H28 1.9925 4.2963 -0.8962  0.0975
H29 2.6335 4.4011 0.7378  0.0705
H30 7.0557 1.2540 -2.3710  0.0811
H31 6.3169 0.1411 -1.2276  0.0748
H32 7.6114 1.2010 -0.6645  0.0970
H33 3.7296 0.8130 -3.4566  0.0691
H34 4.0574 2.5513 -3.0026  0.0920
H35 2.4295 1.8960 -2.9743  0.0910
C14 -6.2347 1.1281 -1.0630  -0.1110
O13 -7.6270 1.1233 -0.8071  -0.1918
P4 -8.5655 2.0132 -1.7178  0.3120
O14 -8.1062 3.3539 -2.0320  -0.2099
O15 -8.7784 1.0600 -2.9679  -0.2205
C15 -9.6834 1.5629 -3.9706  -0.0821
O16 -9.9255 2.0020 -0.9148  -0.1925
C16 -10.6289 0.7692 -0.7315  -0.0954
H36 -5.8717 0.1514 -1.4011  0.0703
H37 -5.6959 1.3573 -0.1441  0.0888
H38 -5.8849 1.8077 -1.8423  0.0884
H39 -9.2060 1.4008 -4.9376  0.0904
H40 -9.8421 2.6351 -3.8707  0.0874
H41 -10.6070 0.9893 -3.9429  0.0874
H42 -10.7251 0.5683 0.3339  0.0906
H43 -10.1297 -0.0972 -1.1676  0.0871
H44 -11.6151 0.8520 -1.1842  0.0892
C17 -1.6830 0.2889 -1.8037  -0.0858
O17 -1.1045 0.5030 -0.5189  -0.2068
P5 -1.3045 -0.5895 0.6075  0.3077
O18 -1.3702 -1.9609 0.1276  -0.2333
O19 -0.1291 -0.2831 1.5892  -0.2125
C18 1.1931 -0.0509 1.0982  -0.0908
O20 -2.5722 -0.0817 1.3926  -0.1984
C19 -3.4659 -1.0310 2.0134  -0.0711
H45 -2.7667 0.4357 -1.7828  0.0821
H46 -1.5107 -0.7199 -2.1776  0.0840
H47 -1.2667 1.0150 -2.4960  0.0876
H48 1.4400 1.0122 1.0736  0.0592
H49 1.3252 -0.4515 0.0949  0.0877
H50 1.9180 -0.4664 1.7970  0.0383
H51 -4.4245 -0.9802 1.5087  0.0821
H52 -3.5804 -0.6937 3.0441  0.0933
H53 -3.0263 -2.0240 2.0396  0.0445

## Properties
Energy relative to the best compared isomer or geometry (same formula, charge and spin) = 0.0000 eV
Orbital gap = 0.3720 Eh
SMILES string = COP(=O)(OC)OC.COP(=O)(OC)OC.COP(=O)(OC)OC.COP(=O)(OC)OC.COP(=O)(OC)OC.BrCCBr.BrCCBr
Highest occupied orbital energy = -9.9 eV
Total energy = -14263.84038 a.u.


[2]
ORCA calculation (ωB97M-V with the def2-TZVPD basis set) on a cluster of 6 separate species, C19H54N4O7 in total at a distorted geometry.

Each line ends with the Löwdin charge.
Geometry (Å):
C1 -16.0822 -3.9918 25.1770  -0.1387
O1 -14.9069 -4.7212 24.8738  -0.1514
H1 -16.6850 -3.9145 24.2721  0.0806
H2 -16.6863 -4.4566 25.9560  0.0612
H3 -15.7998 -3.0194 25.5806  0.0888
H4 -14.4303 -4.7384 25.7070  0.0055
C2 -17.9829 -6.6607 22.2011  -0.0138
C3 -16.9961 -7.5557 22.9695  -0.3526
C4 -15.7449 -8.0653 22.1997  -0.1495
O2 -16.0786 -9.0050 21.1568  -0.2116
C5 -15.0142 -9.6931 20.4898  -0.0644
N1 -16.6989 -6.8952 24.2380  0.1391
H5 -18.9033 -6.4626 22.7504  0.0618
H6 -18.2284 -7.2046 21.2889  0.0956
H7 -17.4468 -5.7388 21.9759  0.0933
H8 -17.5415 -8.4355 23.3112  0.1468
H9 -15.0272 -8.5757 22.8420  0.1138
H10 -15.2563 -7.2486 21.6685  0.1339
H11 -15.5170 -10.3687 19.7978  0.0940
H12 -14.4592 -10.2845 21.2180  0.0936
H13 -14.5453 -8.9251 19.8747  0.0941
H14 -16.3756 -7.5489 24.9368  0.1206
H15 -15.8845 -6.3072 24.1320  0.0749
C6 -16.1637 -5.2751 29.2675  -0.0418
C7 -15.1860 -6.2321 28.5307  -0.4172
C8 -13.7440 -5.6264 28.3074  -0.1550
O3 -13.7463 -4.6997 27.2429  -0.2549
C9 -12.5030 -4.0638 26.9515  -0.0648
N2 -15.1087 -7.5054 29.2175  0.0402
H16 -16.0714 -5.3287 30.3522  0.0845
H17 -17.1771 -5.6421 29.1048  0.0639
H18 -16.1696 -4.2758 28.8323  0.0697
H19 -15.5757 -6.4022 27.5270  0.1070
H20 -13.0445 -6.3944 27.9773  0.1025
H21 -13.3832 -5.2498 29.2645  0.1368
H22 -12.6895 -3.4404 26.0770  0.1023
H23 -11.7953 -4.8273 26.6283  0.0906
H24 -12.0688 -3.4181 27.7148  0.0914
H25 -16.0219 -7.9300 29.1413  0.0742
H26 -14.5377 -8.1665 28.7105  0.0692
C10 -10.6811 1.2664 28.7592  -0.0691
C11 -11.9968 1.6951 29.4281  -0.4340
C12 -12.9120 0.4922 29.6266  -0.1824
O4 -13.4141 -0.0086 28.3533  -0.1767
C13 -14.1444 -1.2353 28.4657  -0.1180
N3 -11.6880 2.3584 30.6928  0.0261
H27 -9.9794 2.0578 28.4958  0.0694
H28 -10.9127 0.9269 27.7496  0.0718
H29 -10.0559 0.6172 29.3723  0.0814
H30 -12.5890 2.4449 28.9034  0.1395
H31 -13.7846 0.8362 30.1819  0.1249
H32 -12.4029 -0.3014 30.1736  0.1238
H33 -15.0382 -1.2854 29.0876  0.0847
H34 -13.5450 -2.1163 28.6953  0.0612
H35 -14.5760 -1.4422 27.4864  0.0743
H36 -11.3783 1.6530 31.3460  0.0660
H37 -10.9109 2.9810 30.5237  0.0700
C14 -9.6118 -5.4051 23.2789  -0.0784
C15 -10.2550 -6.6365 22.6639  -0.3978
C16 -11.6727 -6.7374 23.3032  -0.2015
O5 -11.4623 -7.3766 24.5408  -0.1721
C17 -12.6830 -7.4755 25.2867  -0.0886
N4 -10.2255 -6.4358 21.1988  0.0252
H38 -9.7312 -4.4976 22.6871  0.0816
H39 -8.5360 -5.4822 23.4364  0.0746
H40 -9.9195 -5.1878 24.3017  0.0647
H41 -9.6290 -7.5092 22.8505  0.1360
H42 -12.3010 -7.3750 22.6812  0.1102
H43 -12.1619 -5.7721 23.4337  0.1246
H44 -12.3740 -7.7495 26.2955  0.0894
H45 -13.4112 -8.2114 24.9457  0.0746
H46 -13.1980 -6.5161 25.2381  0.0583
H47 -10.7854 -7.1933 20.8343  0.0558
H48 -9.2905 -6.5760 20.8435  0.0749
C18 -19.6920 -5.1069 25.0952  -0.1644
C19 -20.3646 -4.0825 25.9831  -0.2016
O6 -21.1476 -3.1638 25.2078  -0.0398
O7 -18.8606 -6.0163 25.7713  0.1356
H49 -19.0396 -4.6974 24.3239  0.1396
H50 -20.4269 -5.6124 24.4687  0.1632
H51 -19.6719 -3.4561 26.5451  0.1322
H52 -20.9735 -4.6377 26.6966  0.1344
H53 -21.8045 -2.7743 25.7895  0.0986
H54 -18.1972 -6.4073 25.1980  0.0433

## Properties
Energy relative to the best compared isomer or geometry (same formula, charge and spin) = 0.0000 eV
Orbital gap (spin up / spin down) = 0.3006 / 0.0623 Eh
2S+1 = 2
Highest occupied orbital energy (spin up / spin down) = -10.7 / -10.7 eV
Total charge = +1
Total energy = -1501.50162 a.u.


[3]
ORCA calculation (ωB97M-V with the def2-TZVPD basis set) on a cluster of 8 separate species, C19H54O10 in total at a distorted geometry.

Each line ends with the Löwdin charge.
Geometry (Å):
O1 12.0010 -8.2543 -18.2388  -0.0571
H1 11.9124 -7.4367 -17.7490  -0.0031
H2 12.4881 -8.8335 -17.6528  0.0148
C1 10.6161 -3.7980 -16.7005  -0.2216
C2 11.8093 -4.7866 -16.4612  -0.1480
O2 11.3782 -6.1820 -16.6054  -0.0964
O3 9.5266 -3.8688 -15.7836  -0.0630
H3 10.2089 -3.8970 -17.7068  0.0862
H4 10.9481 -2.7598 -16.6905  0.1183
H5 12.3460 -4.6664 -15.5201  0.1131
H6 12.6310 -4.5678 -17.1432  0.1182
H7 10.5922 -6.3071 -16.0688  0.0810
H8 8.9671 -3.1133 -15.9778  0.0861
C3 11.0421 -9.8384 -13.7675  -0.2026
C4 10.3051 -9.6830 -15.1361  -0.2282
O4 9.1122 -9.0035 -14.8984  -0.0681
O5 11.8185 -8.6694 -13.5838  -0.0801
H9 11.6426 -10.7338 -13.9281  0.1176
H10 10.4383 -9.9502 -12.8669  0.1230
H11 9.9182 -10.5779 -15.6234  0.1303
H12 10.8888 -9.0250 -15.7798  0.0994
H13 9.3270 -8.0734 -14.7965  0.0671
H14 11.2095 -7.9494 -13.4042  0.0852
C5 11.3532 -10.7072 -22.0968  -0.0586
C6 11.7299 -9.3407 -22.5174  -0.5021
C7 12.8341 -8.6402 -21.7648  -0.0523
O6 12.1367 -9.4740 -23.9052  -0.0645
H15 12.2026 -11.3726 -22.2516  0.0901
H16 10.4748 -10.9668 -22.6876  0.0903
H17 11.0868 -10.6804 -21.0402  0.0656
H18 10.8495 -8.7006 -22.5738  0.1238
H19 13.1727 -7.7100 -22.2211  0.0671
H20 13.6652 -9.3420 -21.6954  0.0781
H21 12.4918 -8.4589 -20.7460  0.0610
H22 11.6062 -8.8810 -24.4423  0.0791
C8 13.7954 -11.2825 -19.3944  -0.0343
C9 14.2327 -12.2636 -18.2307  -0.4701
C10 15.7217 -12.0728 -17.8535  -0.0557
O7 13.6135 -12.0031 -17.0300  -0.0567
H23 13.9416 -10.2480 -19.0836  0.0692
H24 12.7829 -11.5664 -19.6816  0.0637
H25 14.3032 -11.5504 -20.3209  0.0749
H26 13.9347 -13.2783 -18.4947  0.1359
H27 16.3965 -12.2422 -18.6926  0.0707
H28 16.0021 -12.7060 -17.0118  0.0761
H29 15.9430 -11.0599 -17.5173  0.0606
H30 13.6282 -11.0547 -16.8818  0.0541
C11 7.4056 -9.6221 -19.2768  -0.0403
C12 8.8299 -9.0068 -19.4779  -0.4776
C13 8.9442 -7.5574 -19.1662  -0.0557
O8 9.6289 -9.7901 -18.5776  -0.0759
H31 6.6733 -9.2729 -20.0048  0.0708
H32 7.0433 -9.4716 -18.2598  0.0761
H33 7.4868 -10.7064 -19.3533  0.0724
H34 9.1983 -9.2208 -20.4812  0.1164
H35 8.3066 -7.0511 -19.8910  0.0816
H36 9.9489 -7.2764 -19.4820  0.0566
H37 8.6904 -7.3620 -18.1243  0.0951
H38 10.4828 -9.3525 -18.5444  0.0211
C14 15.7212 -8.2935 -14.6562  -0.0293
C15 14.7864 -7.8542 -15.8486  -0.4637
C16 15.4006 -7.6560 -17.2468  -0.0278
O9 13.9194 -8.9122 -15.9637  -0.0820
H39 16.2347 -9.2549 -14.6635  0.0771
H40 15.1552 -8.3343 -13.7256  0.0708
H41 16.5420 -7.5829 -14.5596  0.0690
H42 14.1889 -6.9828 -15.5806  0.1278
H43 14.5924 -7.4871 -17.9584  0.0661
H44 16.0540 -8.4533 -17.6009  0.0751
H45 16.0414 -6.7744 -17.2372  0.0763
H46 13.4189 -8.9078 -15.1446  0.0652
C17 9.9342 -3.9681 -20.5033  -0.0478
C18 11.3463 -4.5458 -20.3107  -0.4950
C19 11.7768 -5.4354 -21.4799  -0.0385
O10 12.1987 -3.4478 -20.0330  -0.0444
H47 9.5925 -3.3248 -19.6924  0.0661
H48 9.3264 -4.8704 -20.5710  0.0686
H49 9.9680 -3.4060 -21.4366  0.0884
H50 11.2933 -5.1788 -19.4249  0.1033
H51 11.1636 -6.3353 -21.5255  0.0657
H52 12.8149 -5.7492 -21.3699  0.0743
H53 11.7068 -4.9356 -22.4460  0.0870
H54 11.6693 -2.8090 -19.5499  0.0695

## Properties
Energy relative to the best compared isomer or geometry (same formula, charge and spin) = 0.0460 eV
Orbital gap = 0.3511 Eh
SMILES string = CC(C)O.CC(C)O.CC(C)O.CC(C)O.CC(C)O.OCCO.OCCO.O
Highest occupied orbital energy = -9.5 eV
Total energy = -1508.60130 a.u.